(1)
13
Properties=species:S:1:pos:R:3 method="wB97M-V/def2-TZVPD" charge=0 de_lowest_kj_mol=232.08 homo_ev="-8.1 / -8.0"
H 1.27 1.07 -1.05
C -1.47 0.17 -0.69
C 0.91 0.07 -0.99
H 1.02 -1.49 0.58
O -0.45 -0.20 -1.51
I -2.81 -1.40 -0.20
I -0.87 -0.71 2.90
I -2.40 2.07 -1.18
H 2.20 -0.25 0.70
C 0.17 0.26 1.45
H 0.01 1.32 1.24
C 1.08 -0.38 0.49
H 1.36 -0.54 -1.72


(2)
28
Properties=species:S:1:pos:R:3 method="wB97M-V/def2-TZVPD" spin_multiplicity=3 charge=0 homo_ev="-4.6 / -8.5"
C -1.65 -0.82 -0.40
C 2.50 1.21 -0.80
H 0.02 -2.02 -0.69
N 0.55 -0.01 -0.08
H 2.05 1.25 -1.73
H 1.68 -0.42 2.13
C -0.34 -1.01 -0.47
H 2.10 2.03 -0.16
H 2.11 -2.14 -0.01
H -4.90 -1.15 -0.58
C 2.54 -1.31 -0.65
H 2.32 1.09 1.82
C -3.99 -0.69 -0.16
H 3.39 -0.33 1.77
H -3.05 2.50 0.76
C -3.99 0.66 0.26
C -2.90 -1.34 -0.58
N -1.64 0.94 0.19
H 0.17 2.20 0.65
H 3.61 -1.44 -0.23
C 2.46 0.06 1.43
C -2.84 1.43 0.43
B -0.28 1.18 0.24
H -4.95 0.97 0.53
C 2.01 -0.06 -0.04
H 3.61 1.29 -1.04
H -3.05 -2.45 -0.84
H 2.48 -1.62 -1.74


(3)
24
Properties=species:S:1:pos:R:3 method="wB97M-V/def2-TZVPD" charge=0 smiles="O=c1cc[nH]c(=O)[nH]1.c1ccccc1" de_lowest_kj_mol=275.07 homo_ev=-9.3
C -1.04 -1.05 0.17
C 2.93 2.48 1.37
H -1.01 -3.00 0.30
H 3.28 0.41 0.85
N -1.16 -2.30 -0.36
H -0.96 -2.03 -3.41
H -0.84 1.54 1.33
H 0.80 -0.17 0.94
C -1.15 -2.51 -1.69
H 2.26 4.45 1.90
C -1.36 -0.22 -2.09
C -1.17 0.04 -0.82
C 2.54 1.16 1.08
C 1.19 0.83 1.06
H -0.80 1.01 -0.30
H 3.97 2.72 1.33
N -1.62 -1.60 -2.49
H -0.18 3.84 1.91
C 0.22 1.81 1.33
C 0.60 3.09 1.72
C 1.96 3.45 1.67
O -0.79 -3.71 -2.00
H -1.32 0.49 -2.81
O -1.00 -0.84 1.38


DFT total energy readings, ordered: -30574.35727; -14265.74999; -17605.69083 eV